Formula: C4H9NO3
Source: OMol25
Level of theory: wB97M-V/def2-TZVPD

Structure (ORCA input):
```
! RIJCOSX wB97M-V def2-TZVPD def2/J DEFGRID3
* xyz 0 1
O 1.7475 -0.5010 -1.6100
O -0.4907 -0.8516 -0.0876
O -1.1727 1.1729 0.9961
N -0.6031 -1.4715 1.1907
C 2.0658 -0.2298 0.7952
C -1.6078 0.9704 -1.3840
C 1.3796 -0.1738 -0.5312
C -0.8848 0.7191 -0.0884
H 3.1164 0.0179 0.6527
H -0.9155 -0.7274 1.8253
H 1.5921 0.4490 1.5016
H -1.5596 2.0380 -1.6002
H 0.5438 0.8645 -0.4745
H 1.9727 -1.2421 1.1884
H -1.1569 0.4067 -2.1973
H -2.6533 0.6871 -1.2623
H -1.3735 -2.1283 1.0857
*
```

The value obtained for the HOMO-LUMO gap is 9.5702 eV. The SMILES is CC(=O)ON.CC=O. For the energy above the lowest of the compared OMol25 structures with the same formula, charge and spin, the calculation gives 116.77 kcal per mole. As for the total energy: -438.1430 Ha.

Atom charges from the natural (NBO) analysis, given in e for atoms 1 to 8: -0.520 -0.479 -0.596 -0.527 -0.730 -0.699 0.646 0.692

Formula: C43H39ClN5O2RbSSeSi
Source: OMol25
Level of theory: wB97M-V/def2-TZVPD

Structure (ORCA input):
```
! RIJCOSX wB97M-V def2-TZVPD def2/J DEFGRID3
* xyz -2 1
Rb -0.9351 0.4064 0.1553
Se -4.7689 2.8928 -1.1019
Cl 1.2650 -5.0187 -6.2750
S -4.9281 -3.4666 1.7617
Si 2.1048 -2.6743 0.6698
O 0.7743 -0.5623 -1.7689
O 2.3154 -2.8021 -0.9274
N -4.7963 4.2686 -2.2628
N 0.6471 0.4916 3.1359
N -3.1743 -1.9382 0.7064
N -0.5026 2.8183 1.7973
N -3.1229 2.3402 -1.5718
C 0.9793 3.9894 -0.4133
C -1.1060 4.0152 -4.1399
C -3.2139 5.1819 -3.8694
C 0.9195 1.8013 3.4380
C 2.3076 -4.6246 -2.4298
C -2.8362 5.4952 0.8360
C -3.6139 4.2416 -2.9000
C 2.0340 -5.5103 1.2754
C 5.4699 -1.0069 2.5017
C 1.4887 -4.2489 1.5191
C 1.3493 -0.2301 4.0116
C -1.4516 3.0794 -3.1789
C -3.0006 3.8290 2.7063
C -2.2744 4.4391 1.5368
C 0.3607 2.9076 2.7373
C 6.5135 -1.7374 1.9530
C -1.9733 5.0604 -4.4761
C -0.9635 5.5538 -0.6453
C -2.1923 6.0565 -0.2550
C -4.3961 -1.4418 0.3474
C 0.8279 -1.1858 -2.8640
C 6.2385 -2.7591 1.0523
C 2.1325 4.8565 0.1028
C 1.8148 1.8844 4.5250
C -0.3608 4.5102 0.0446
C 4.9268 -3.0412 0.7060
C -2.5697 4.4307 4.0485
C 1.1484 -3.0708 -4.4087
C -2.6979 3.1755 -2.5329
C 1.5160 -4.3625 -4.6667
C -5.4679 -2.1281 0.8203
C -3.2886 -2.9912 1.4446
C 0.5856 -6.5209 2.9065
C 1.3163 -2.4933 -3.1105
C 1.5935 -6.6336 1.9581
C 0.0230 -5.2782 3.1591
C -1.0199 3.9419 1.1472
C 2.0854 -5.1884 -3.6971
C 4.1564 -1.2985 2.1577
C 3.8639 -2.3211 1.2545
C 1.9564 -3.3294 -2.1329
C 0.4717 -4.1588 2.4720
C 2.0907 0.5741 4.9001
H -3.1616 4.0167 4.8693
H -4.0754 3.9803 2.5746
H -3.8863 5.9930 -4.1240
H 0.7160 3.8975 3.0628
H 5.6766 -0.1990 3.1937
H -1.6715 5.7877 -5.2230
H -6.5188 -1.9353 0.6859
H 4.7254 -3.8157 -0.0275
H 0.9938 3.9729 -1.5056
H 2.8201 -5.6192 0.5374
H 1.3214 -1.3151 3.9920
H 0.7041 -2.4698 -5.1926
H 2.7374 0.2398 5.6993
H 2.1624 4.8344 1.1942
H -1.5186 4.2148 4.2446
H -2.4633 -3.5662 1.8401
H 2.7906 -5.2144 -1.6595
H -3.8185 5.8553 1.1234
H -4.4567 -0.5618 -0.2799
H 2.3543 -6.2117 -3.9148
H -2.8105 2.7534 2.7286
H -0.1462 3.9390 -4.6398
H 2.1956 2.7952 4.9683
H -2.7015 5.5150 4.0420
H 1.1201 2.9676 -0.0599
H -0.7646 -5.1756 3.8970
H 2.0398 -7.6001 1.7554
H 3.0963 4.5032 -0.2714
H 3.3484 -0.7157 2.5902
H 0.2439 -7.3954 3.4471
H -0.4792 5.9543 -1.5307
H 1.9948 5.8929 -0.2124
H 1.1742 -1.6178 1.0592
H -2.6689 6.8437 -0.8247
H 0.0281 -3.1906 2.6872
H 7.5393 -1.5010 2.2110
H 0.4299 -0.6867 -3.7704
H -0.7699 2.2794 -2.9109
H 7.0494 -3.3252 0.6083
*
```

The value obtained for the HOMO-LUMO gap (alpha / beta) is 3.6544 / 3.6302 eV. For the energy above the lowest of the compared OMol25 structures with the same formula, charge and spin, the calculation gives 0.00 kcal per mole. As for the total energy: -5659.7176 Ha.

Atom charges from the Löwdin analysis, given in e for atoms 1 to 8: 0.654 0.864 0.571 0.967 0.651 -0.266 -0.119 -0.318